ORCA calculation (the ωB97M-V functional and the def2-TZVPD basis) on a structure of composition C29H32FeNO4S at a distorted geometry.

Structure (XYZ):
```
68
Properties=species:S:1:pos:R:3
C -2.01002 -1.17325 0.24906
C -2.37436 0.18978 0.11361
C -2.03044 0.62233 -1.18786
H -2.89730 0.77422 0.85823
C -1.28144 -0.41649 -1.83043
C -1.31086 -1.57175 -0.95393
H -0.98700 -0.46230 -2.87287
C 1.27595 0.26777 2.06435
C 0.10306 0.94543 2.46344
C -0.04323 2.11451 1.66003
H -0.54922 0.67904 3.28789
C 1.02514 2.16541 0.74288
C 1.88558 1.02083 0.98078
H -2.39019 1.53061 -1.66721
H -1.11117 -2.56826 -1.30569
H -2.38690 -1.81641 1.02471
H 2.90902 0.90852 0.61314
H -0.84935 2.84796 1.73445
H 1.74947 -0.55901 2.57464
Fe 0.68364 -0.42861 -0.50679
C 1.15564 3.19947 -0.34391
C 2.61949 3.49487 -0.69573
C 0.37733 4.48446 -0.04781
H 3.13481 3.91533 0.18470
H 2.68809 4.23734 -1.48980
H 3.17684 2.59702 -0.99886
H 0.70076 4.99768 0.84682
H -0.69498 4.26310 0.04590
H 0.49213 5.16948 -0.89645
C 0.36669 2.57721 -1.53446
C 1.06060 1.60980 -2.41861
H -0.01743 3.39361 -2.15429
H -0.55583 2.13865 -1.08816
O 1.40887 0.46247 -1.97587
N 1.30300 2.02684 -3.69396
C 0.30359 1.68301 -4.75132
H 2.27819 1.79758 -3.95534
C -1.08794 2.09724 -4.41454
C -2.14554 1.20708 -4.64064
H -1.92449 0.24248 -5.10767
C -3.46134 1.55214 -4.33437
H -4.26303 0.83150 -4.51177
C -3.75167 2.82206 -3.82141
H -4.78390 3.09473 -3.58430
C -2.71029 3.73821 -3.64352
H -2.92400 4.73703 -3.24839
C -1.39275 3.39196 -3.98848
H -0.60549 4.15774 -3.95883
H 0.32667 0.60035 -4.92864
H 0.67906 2.20466 -5.63665
C 3.41342 -6.97299 4.48532
C 2.72907 -5.92880 3.65937
C 2.24249 -4.77168 4.27319
C 1.56603 -3.79641 3.54498
C 1.39219 -3.98454 2.16986
C 1.90590 -5.11469 1.52397
C 2.58336 -6.07044 2.27373
S 0.23485 -2.95431 1.29844
O -0.42816 -3.88117 0.39894
O -0.51597 -2.27269 2.31679
O 1.13652 -2.00013 0.53338
H 4.27518 -6.54123 5.00828
H 2.75629 -7.39377 5.25696
H 3.76814 -7.79944 3.86453
H 2.38408 -4.63089 5.34438
H 1.13856 -2.91758 4.02684
H 1.73583 -5.24596 0.45504
H 2.99653 -6.94588 1.77399
```

Properties
Relative energy (zero: lowest compared OMol25 entry of this formula, charge and spin) ... 1.234 eV
HOMO level (alpha / beta) ... -7.027 / -6.924 eV
DFT total energy ... -85491.10594 eV
<S²> ... 8.80
Multiplicity ... 6